61
Properties=species:S:1:pos:R:3:lowdin_charge:R:1 method="wB97M-V/def2-TZVPD" total_charge=+2 max_force_ev_per_a=0.37 orbital_gap_ev="7.51 / 7.03" energy_ev=-72412.66963 multiplicity=4
Cr -0.421 -0.842 -0.650 0.8230
C -2.652 -3.079 -0.511 -0.0921
C -1.513 -3.637 -1.353 -0.1032
O -0.334 -2.893 -1.025 -0.2495
C 0.925 -3.490 -1.376 -0.1060
C 1.953 -2.365 -1.339 -0.1053
O 1.596 -1.412 -0.318 -0.2029
C 1.929 -1.882 1.004 -0.0646
C 0.934 -1.352 2.037 -0.2518
O -0.349 -1.258 1.371 -0.2033
C -1.516 -1.751 2.053 -0.0992
C -2.693 -1.373 1.180 -0.1236
O -2.409 -1.691 -0.194 -0.1897
H -2.749 -3.639 0.419 0.1373
H -3.594 -3.153 -1.053 0.1525
H -1.714 -3.553 -2.422 0.1282
H -1.358 -4.692 -1.120 0.1531
H 0.881 -3.923 -2.378 0.1491
H 1.133 -4.293 -0.667 0.1437
H 1.964 -1.801 -2.268 0.1324
H 2.958 -2.749 -1.162 0.1549
H 2.941 -1.568 1.252 0.1487
H 1.888 -2.971 1.007 0.1430
H 0.864 0.220 3.442 0.1717
H 0.821 -2.090 2.832 0.1775
H -1.613 -1.289 3.038 0.1541
H -1.419 -2.832 2.176 0.1453
H -2.878 -0.303 1.200 0.1235
H -3.603 -1.873 1.513 0.1552
O 0.609 5.902 3.956 0.1582
C -0.245 4.879 3.856 -0.4699
O -1.021 4.637 4.733 0.1456
C -0.201 4.018 2.612 -0.0983
C -1.042 2.908 2.614 0.0189
C -1.038 2.027 1.550 -0.0083
C -0.206 2.259 0.463 -0.2458
C 0.633 3.365 0.447 -0.0197
C 0.622 4.247 1.519 -0.0089
N -0.238 1.323 -0.626 0.0648
C -0.082 1.791 -1.801 -0.0200
C -0.116 0.909 -2.972 -0.2175
C 0.049 1.413 -4.246 0.0381
C -0.037 0.538 -5.325 0.0071
C -0.292 -0.795 -5.076 0.0048
C -0.446 -1.216 -3.761 -0.0738
N -0.356 -0.393 -2.719 0.0398
H 1.217 5.961 3.211 0.1034
H -1.693 2.759 3.465 0.1320
H -1.692 1.165 1.552 0.0883
H 1.347 3.531 -0.349 0.1252
H 1.309 5.083 1.478 0.1215
H 0.035 2.856 -1.985 0.1490
H 0.236 2.468 -4.392 0.1369
H 0.087 0.900 -6.337 0.1342
H -0.379 -1.514 -5.879 0.1295
H -0.648 -2.253 -3.542 0.1049
N 4.013 3.655 1.671 0.1846
C 3.384 2.752 2.019 -0.3256
N 2.646 1.777 2.519 0.1464
C 2.243 0.698 2.048 -0.0523
N 1.335 -0.114 2.608 0.1051

14
Properties=species:S:1:pos:R:3:lowdin_charge:R:1 method="wB97M-V/def2-TZVPD" total_charge=0 max_force_ev_per_a=6.08 smiles="CP(C)(=O)NO" orbital_gap_ev=9.87 energy_ev=-17075.51615 multiplicity=1
C -1.140 -0.206 1.069 -0.1923
C 0.144 0.092 -1.530 -0.1943
N 1.974 -0.291 0.717 -0.1225
O 0.078 2.125 0.362 -0.3270
O 2.761 -0.530 -0.450 -0.1609
P 0.153 0.732 0.149 0.6293
H -0.822 -1.233 1.002 0.0193
H -1.386 -0.049 2.224 0.1058
H -2.024 0.040 0.510 0.0284
H -0.539 0.657 -2.274 0.0969
H 1.074 0.102 -2.025 0.0159
H -0.170 -0.928 -1.323 0.0421
H 2.374 0.563 1.051 0.0207
H 2.887 -1.440 -0.438 0.0385

18
Properties=species:S:1:pos:R:3:lowdin_charge:R:1 method="wB97M-V/def2-TZVPD" total_charge=0 max_force_ev_per_a=4.10 smiles="CNC(=O)C(C)C" orbital_gap_ev=10.45 energy_ev=-8899.69597 multiplicity=1
C 2.863 0.519 -0.221 -0.0446
N 1.421 0.226 -0.426 0.0172
C 0.537 -0.150 0.504 -0.5093
O 0.613 -0.394 1.685 0.0714
C -0.936 -0.182 -0.315 -0.3680
C -1.590 -1.499 0.035 -0.0849
C -1.636 1.060 0.216 -0.0825
H 3.130 1.523 -0.571 0.0750
H 3.520 -0.200 -0.724 0.0752
H 3.100 0.478 0.855 0.0894
H 0.597 0.089 -1.093 0.1257
H -0.996 -0.096 -1.444 0.1442
H -1.468 -1.643 1.110 0.0796
H -1.107 -2.338 -0.483 0.0851
H -2.654 -1.507 -0.217 0.0785
H -2.685 1.116 -0.090 0.0789
H -1.581 1.027 1.306 0.0843
H -1.128 1.971 -0.128 0.0849

62
Properties=species:S:1:pos:R:3:lowdin_charge:R:1 method="wB97M-V/def2-TZVPD" total_charge=-1 max_force_ev_per_a=3.26 orbital_gap_ev=5.93 energy_ev=-130095.92762 multiplicity=1
Li 0.475 -0.414 1.000 0.5285
Se -1.490 -7.467 -1.495 1.0157
N -2.153 -5.789 -1.458 -0.2574
C -1.408 -5.030 -0.678 -0.3402
C -1.691 -3.619 -0.596 -0.0844
C -2.875 -3.046 -1.155 0.0259
C -3.094 -1.708 -0.934 -0.0611
C -2.276 -1.026 -0.058 -0.1196
N -1.162 -1.542 0.431 0.0820
C -0.854 -2.812 0.200 -0.1561
C 0.419 -3.366 0.712 -0.1183
N 1.222 -2.509 1.334 0.0972
C 2.340 -2.936 1.768 -0.1528
C 2.830 -4.218 1.566 -0.0420
C 2.009 -5.164 0.968 -0.0070
C 0.718 -4.769 0.615 -0.0697
C -0.265 -5.659 -0.068 -0.3157
N -0.060 -6.950 -0.335 -0.1917
H -3.608 -3.665 -1.682 0.1158
H -3.910 -1.109 -1.370 0.1107
H -2.344 0.064 0.047 0.1210
H 2.906 -2.123 2.185 0.1159
H 3.804 -4.495 1.962 0.1034
H 2.353 -6.158 0.668 0.1180
N -0.618 6.396 -1.301 0.0883
C -0.791 5.104 -1.826 -0.3085
C -0.908 4.780 -3.160 -0.0592
C -1.130 3.473 -3.587 -0.0604
C -1.153 2.408 -2.691 -0.2678
C -0.978 2.698 -1.338 -0.0587
C -0.777 3.982 -0.933 -0.0205
S -1.447 0.707 -3.141 0.5266
O -0.997 0.622 -4.513 -0.3692
O -2.838 0.405 -2.829 -0.3356
N -0.555 -0.112 -2.194 -0.1617
C 0.771 -0.015 -2.145 -0.6840
S 1.774 0.420 -3.558 1.0092
C 3.157 0.261 -2.593 -0.4980
C 2.834 -0.167 -1.303 -0.2593
N 1.459 -0.299 -1.037 -0.0102
H -0.354 7.055 -2.014 0.0778
H -0.080 6.441 -0.477 0.0667
H -1.013 5.567 -3.940 0.1131
H -1.329 3.307 -4.614 0.0979
H -1.016 1.956 -0.560 0.1012
H -0.679 4.182 0.123 0.0897
H 4.227 0.384 -2.984 0.0733
H 3.561 -0.334 -0.457 0.1034
C -0.179 0.984 4.428 -0.0621
C 0.449 1.602 3.196 -0.8158
C 1.904 1.791 3.348 -0.0875
C -0.165 3.063 2.987 -0.0516
O 0.176 0.817 2.101 -0.3669
H 0.207 1.352 5.343 0.0547
H 0.022 -0.089 4.419 0.0752
H -1.250 1.039 4.434 0.0681
H 2.083 2.570 4.180 0.0977
H 2.454 2.087 2.450 0.0805
H 2.304 0.893 3.812 0.0649
H -0.145 3.686 3.834 0.0377
H -1.222 2.968 2.798 0.0602
H 0.354 3.527 2.114 0.0722